The following is a quantum chemistry calculation of a cluster of 9 separate species, C37H89Cl4N3O19P4 in total at a distorted geometry, from OMol25.

Cartesian coordinates (Å):
C  -1.425  0.305  2.797
C  -0.613  1.467  2.263
O  0.713  1.060  1.899
P  0.939  0.259  0.515
O  0.217  0.867  -0.652
O  2.582  0.268  0.297
C  3.107  -0.327  -0.865
C  3.242  0.638  -2.056
O  0.473  -1.224  0.980
C  1.164  -1.881  1.956
C  2.003  -2.950  1.221
H  -0.943  -0.125  3.675
H  -2.348  0.628  3.280
H  -1.622  -0.477  2.064
H  -1.193  1.991  1.504
H  -0.549  2.117  3.136
H  4.087  -0.752  -0.646
H  2.424  -1.134  -1.131
H  2.325  1.012  -2.511
H  3.799  1.514  -1.721
H  3.876  0.265  -2.860
H  1.876  -1.279  2.522
H  0.490  -2.319  2.692
H  2.508  -3.630  1.907
H  1.423  -3.563  0.531
H  2.751  -2.453  0.604
C  -1.123  -2.557  -1.944
C  -2.312  -1.933  -1.258
O  -3.500  -1.964  -2.120
P  -4.886  -1.672  -1.325
O  -5.221  -2.600  -0.200
O  -4.777  -0.165  -0.895
C  -4.353  0.133  0.437
C  -5.413  1.064  1.021
O  -5.859  -1.741  -2.614
C  -6.179  -2.968  -3.163
C  -7.261  -2.654  -4.285
H  -0.147  -2.224  -1.591
H  -1.163  -3.645  -1.988
H  -1.063  -2.330  -3.008
H  -2.396  -2.364  -0.261
H  -2.011  -0.894  -1.125
H  -4.273  -0.728  1.101
H  -3.333  0.511  0.370
H  -5.082  1.553  1.938
H  -5.566  1.832  0.263
H  -6.319  0.527  1.303
H  -5.410  -3.406  -3.799
H  -6.465  -3.747  -2.457
H  -6.863  -1.916  -4.982
H  -7.536  -3.611  -4.728
H  -8.163  -2.154  -3.932
C  -1.592  2.783  -3.329
C  -2.484  2.248  -2.127
O  -3.547  3.172  -1.953
P  -3.417  4.380  -0.877
O  -2.082  4.924  -0.643
O  -3.960  3.706  0.507
C  -4.062  4.363  1.713
C  -2.949  3.773  2.502
O  -4.616  5.397  -1.247
C  -5.679  5.222  -2.148
C  -5.296  5.212  -3.541
H  -0.740  2.143  -3.555
H  -2.158  2.969  -4.242
H  -1.169  3.714  -2.951
H  -2.931  1.282  -2.360
H  -1.836  2.105  -1.263
H  -3.964  5.427  1.496
H  -5.026  4.131  2.164
H  -1.983  3.872  2.007
H  -2.974  4.068  3.551
H  -3.022  2.686  2.542
H  -6.160  4.251  -2.030
H  -6.441  5.957  -1.891
H  -4.505  4.475  -3.679
H  -6.143  5.006  -4.195
H  -4.935  6.179  -3.893
C  -1.971  -0.475  -5.604
C  -0.428  -0.457  -5.837
O  0.106  -1.735  -5.880
P  1.703  -1.820  -6.209
O  2.459  -0.584  -6.105
O  2.258  -2.952  -5.131
C  1.916  -2.841  -3.757
C  3.054  -3.188  -2.852
O  1.772  -2.596  -7.572
C  0.842  -3.614  -7.893
C  1.175  -4.057  -9.315
H  -2.483  0.486  -5.627
H  -2.343  -1.154  -6.371
H  -2.161  -0.924  -4.629
H  -0.443  0.061  -6.797
H  0.106  0.198  -5.149
H  1.563  -1.831  -3.548
H  1.133  -3.582  -3.600
H  3.907  -2.573  -3.140
H  2.905  -3.036  -1.783
H  3.458  -4.181  -3.052
H  1.013  -4.444  -7.208
H  -0.204  -3.311  -7.940
H  0.655  -4.989  -9.539
H  1.021  -3.349  -10.129
H  2.222  -4.349  -9.398
C  4.989  -2.273  3.696
N  5.401  -3.247  2.705
C  6.187  -2.637  1.575
C  5.236  -4.543  2.765
O  4.746  -5.197  3.707
H  5.814  -1.886  4.294
H  4.139  -2.588  4.302
H  4.701  -1.356  3.182
H  7.021  -2.007  1.883
H  6.569  -3.373  0.868
H  5.540  -1.973  1.001
H  5.668  -5.004  1.863
C  1.560  -1.696  7.689
N  1.132  -0.755  6.722
C  1.235  -1.209  5.346
C  0.824  0.530  7.089
O  0.542  1.360  6.256
H  0.883  -2.550  7.732
H  1.330  -1.400  8.713
H  2.628  -1.910  7.640
H  2.167  -1.697  5.060
H  0.538  -2.027  5.162
H  1.153  -0.466  4.552
H  0.856  0.673  8.180
C  3.528  1.422  4.371
N  4.127  2.361  3.444
C  5.052  1.754  2.496
C  3.924  3.693  3.522
O  4.579  4.528  2.870
H  3.032  0.645  3.789
H  2.868  1.901  5.094
H  4.110  0.827  5.074
H  4.512  1.510  1.581
H  5.785  2.528  2.271
H  5.460  0.862  2.971
H  3.213  4.007  4.302
Cl  6.879  -0.226  -0.735
C  8.374  0.693  -1.224
C  8.658  1.722  -0.109
Cl  9.204  1.142  1.523
H  8.150  1.127  -2.199
H  9.214  0.005  -1.326
H  7.930  2.523  0.018
H  9.402  2.469  -0.387
Cl  -4.307  1.079  5.177
C  -4.645  2.228  6.536
C  -6.114  2.751  6.577
Cl  -7.233  1.438  7.118
H  -3.939  3.042  6.374
H  -4.266  1.746  7.437
H  -6.369  3.068  5.565
H  -6.178  3.614  7.238

Forces on the atoms, in the same order (eV/Å):
C -0.116 -0.596 0.522
C -1.183 -0.334 1.163
O 1.057 -0.120 -1.192
P -0.172 1.715 -0.607
O 0.741 -1.758 1.652
O -2.294 0.544 2.086
C -0.485 -0.243 -2.067
C 0.539 0.579 0.353
O -0.828 2.488 -2.442
C 2.109 -2.494 0.731
C 0.048 -0.173 0.393
H 0.505 -0.265 -0.206
H -0.276 0.352 -0.596
H -0.119 0.051 0.049
H 0.725 -0.086 -0.506
H 0.667 0.391 -0.319
H -0.070 0.037 0.290
H 0.216 -0.237 -0.236
H -0.216 -0.328 0.355
H -0.071 0.190 0.226
H -0.125 -0.585 0.070
H -0.119 0.525 -0.062
H -0.279 -0.021 -0.211
H 0.073 0.053 0.112
H -0.373 0.077 0.167
H 0.137 0.055 0.180
C 0.131 -0.866 -1.423
C 1.090 0.826 -0.583
O 0.310 -0.374 1.673
P -0.078 -2.160 -0.157
O 0.525 1.087 -1.530
O -0.323 -0.443 -0.766
C -0.348 0.339 1.400
C 0.711 0.281 -0.113
O 1.167 1.745 2.190
C -1.884 -0.784 -2.995
C 0.260 -0.223 1.448
H -0.241 -0.014 0.642
H 0.035 -0.163 0.537
H -0.409 0.525 -0.150
H -0.831 -0.215 -0.121
H -0.404 0.324 0.123
H -0.184 -0.499 -0.488
H -0.160 0.641 -0.061
H 0.286 0.019 -0.017
H -0.455 0.054 0.261
H -0.024 -0.100 -0.457
H 0.855 0.225 0.493
H -0.296 0.389 0.288
H 0.396 -0.483 -0.253
H 0.007 0.227 -0.407
H -0.070 -0.307 0.521
C -0.358 -0.253 1.480
C 1.642 -0.282 -2.027
O -0.716 1.605 1.591
P -1.286 -1.164 0.934
O -0.192 0.434 -0.573
O -0.523 -1.240 -3.910
C 0.486 0.506 0.365
C 0.653 -0.578 1.252
O 2.029 -0.313 0.526
C -1.819 -1.064 0.990
C 1.017 0.958 -2.276
H -0.163 -0.282 0.111
H -0.164 -0.061 0.148
H -0.025 0.188 -0.261
H -0.177 0.083 -0.020
H -0.180 0.322 0.203
H -0.054 0.254 0.690
H -0.169 0.181 -0.047
H -0.021 0.904 0.245
H 0.441 0.380 0.011
H -0.698 -0.129 -0.070
H -0.025 -0.241 0.806
H 0.219 0.215 -0.011
H -0.175 -0.013 -0.322
H -0.070 -0.362 0.147
H 0.294 0.114 0.100
C 1.166 -1.361 0.870
C -2.451 2.939 -0.350
O 1.595 -1.044 -0.145
P 0.025 -1.692 2.072
O -0.165 0.400 -0.354
O -0.454 0.836 -1.822
C -0.910 -0.311 0.413
C 1.797 0.098 -0.645
O 0.049 1.058 0.381
C 0.167 -0.996 -1.734
C 0.738 -0.953 -0.081
H 0.447 0.064 -0.265
H -0.423 0.143 0.030
H -0.319 -0.080 0.054
H 1.050 -0.205 -0.429
H -0.022 -0.192 0.209
H -0.213 0.026 0.135
H -0.442 0.324 0.152
H 0.097 0.432 0.151
H -0.430 -0.196 -0.196
H -0.468 -0.322 0.198
H -0.341 -0.016 0.066
H 0.120 0.437 0.780
H -0.394 0.119 -0.062
H -0.390 0.259 0.393
H 0.199 0.141 0.237
C -0.182 0.616 -0.180
N 1.345 3.022 -1.167
C -0.890 -0.185 0.222
C -0.453 -2.785 1.814
O 0.524 1.298 -1.698
H 0.197 -0.639 0.429
H 0.354 -0.341 0.003
H -0.435 -0.065 -0.392
H 0.016 -0.228 0.520
H -0.107 -0.234 0.325
H -0.243 0.000 0.052
H -0.209 -0.431 0.066
C -0.601 -0.640 1.624
N 0.408 0.677 -0.218
C -0.097 -0.416 -0.738
C 0.144 -1.070 -1.461
O -0.167 0.789 0.362
H 0.533 -0.763 -0.906
H 0.385 0.998 0.057
H -0.133 -0.456 -0.165
H 0.676 0.089 0.851
H -0.541 0.199 0.033
H -0.584 0.454 0.667
H -0.055 0.156 -0.066
C -1.070 -0.145 0.207
N 0.070 -0.842 1.016
C -0.383 1.014 0.081
C 1.954 1.273 -0.623
O -1.359 -1.361 0.746
H -0.631 0.157 -0.009
H -0.594 0.243 -0.625
H 1.458 0.324 -0.312
H 0.087 -0.254 -0.088
H 0.320 -0.374 -0.082
H 0.292 0.141 -0.256
H -0.138 -0.200 -0.155
Cl 0.520 0.038 -0.338
C -0.218 0.218 1.501
C 0.601 1.537 -0.453
Cl -0.552 -0.133 -1.019
H 0.065 0.309 0.316
H -0.263 -0.126 0.100
H -1.211 -0.994 0.383
H 1.020 -0.817 -0.508
Cl -0.418 0.268 0.379
C 0.031 0.331 -0.106
C 1.373 -0.936 -0.221
Cl 0.336 0.675 -0.220
H -0.317 0.261 -0.185
H -0.635 -0.149 0.048
H -0.274 -0.168 0.127
H -0.104 -0.272 0.159

Calculated values
Energy relative to the best compared isomer or geometry (same formula, charge and spin)   449.5 kJ/mol
Orbital gap   9.47 eV